The following is a quantum chemistry calculation of a structure of composition C12H14InO16S3 at a distorted geometry, from the Open Molecules 2025 dataset.

XYZ file:
```
46
C12H14InO16S3 | the Open Molecules 2025 dataset | ωB97M-V with the def2-TZVPD basis set
In -0.99 1.01 -1.10
C -3.06 0.37 3.42
C -2.39 0.32 2.16
C -0.92 -0.23 2.25
O -0.23 -0.20 1.24
C -0.36 -0.63 3.51
C -1.16 -0.59 4.67
C -2.60 -0.16 4.62
O -3.24 0.10 5.64
O -0.61 -0.91 5.72
O -2.63 0.82 1.08
H -3.90 1.05 3.40
H 0.66 -0.97 3.60
C 0.17 -1.11 -6.17
C 1.06 -1.98 -5.24
O 0.25 -2.57 -4.23
S -1.29 -2.03 -4.23
O -1.48 -1.02 -3.24
O -2.18 -3.13 -4.34
O -1.14 -1.34 -5.70
H 0.30 -1.48 -7.19
H 0.46 -0.06 -6.11
H 1.79 -1.36 -4.70
H 1.67 -2.74 -5.72
C 2.63 -4.31 -1.27
C 3.00 -3.90 0.13
O 2.45 -2.57 0.16
S 0.93 -2.61 -0.40
O 0.59 -1.44 -1.15
O -0.03 -3.08 0.58
O 1.25 -3.88 -1.38
H 2.55 -5.39 -1.38
H 3.08 -3.82 -2.14
H 4.08 -3.83 0.25
H 2.50 -4.50 0.89
C 0.10 6.43 1.88
C 0.84 5.34 2.71
O -0.19 4.36 2.87
S -1.17 4.23 1.59
O -2.51 3.92 1.98
O -0.50 3.33 0.68
O -0.86 5.72 1.11
H 0.71 6.97 1.16
H -0.30 7.21 2.54
H 1.01 5.78 3.68
H 1.68 4.89 2.17
```

Kohn-Sham gap: 5.091 eV
energy relative to the best compared isomer or geometry (same formula, charge and spin): 1.394 eV
maximum force: 0.0687 hartree/bohr
net charge: +1